(1)
51
Properties=species:S:1:pos:R:3:forces:R:3:nbo_charge:R:1 method="wB97M-V/def2-TZVPD" spin_multiplicity=1 relative_energy_ev=1.387 orbital_gap_ev=8.13 charge=0 energy_ev=-47218.015
C -2.184709 -0.768143 6.145115 -0.204 -0.350 -0.588 -0.255
O -2.989063 -1.257860 5.051093 0.357 -0.222 0.295 -0.496
C -2.467535 -1.256738 3.795131 0.370 0.680 -0.501 0.325
C -3.355079 -1.566243 2.732043 0.247 0.372 1.092 -0.256
C -3.023020 -1.174328 1.455783 0.420 0.016 -0.215 -0.206
C -1.783710 -0.566647 1.171913 0.012 -0.039 -0.225 0.023
C -1.616269 0.104556 -0.207650 0.954 -1.690 0.034 -0.247
C -0.178585 0.155808 -0.754898 -0.605 0.288 -0.021 -0.030
C 0.052919 -0.317386 -2.050938 -0.035 -0.134 0.250 -0.180
C 1.286873 -0.149770 -2.660131 0.200 0.217 0.364 -0.239
C 2.319153 0.449725 -1.928888 0.174 0.016 -0.343 0.286
O 3.496607 0.748993 -2.620808 0.202 -0.019 0.183 -0.517
C 4.622295 -0.056853 -2.439072 -0.564 -0.242 0.065 0.303
C 5.074578 -0.767222 -3.555127 -0.151 -0.041 0.514 -0.256
C 6.066783 -1.724925 -3.374856 0.277 0.154 0.045 -0.194
C 6.655699 -1.903489 -2.117954 -0.056 0.156 0.092 -0.233
C 6.246734 -1.117562 -1.034349 0.007 0.070 -0.164 -0.192
C 5.219695 -0.183434 -1.184909 0.030 -0.224 -0.430 -0.271
C 2.127003 0.888820 -0.619462 -0.462 0.123 -0.312 -0.199
C 0.837790 0.826017 -0.073597 0.549 -0.308 -0.171 -0.216
C -2.208896 1.495377 -0.242845 -0.561 1.924 0.441 -0.417
C -2.167945 2.094212 -1.642399 1.020 0.623 -0.939 0.700
O -1.171969 2.581606 -2.163245 -1.495 -0.760 0.883 -0.536
N -3.370293 2.066404 -2.364921 -0.180 0.125 -0.575 -0.645
C -4.644651 1.811378 -1.903012 0.112 0.072 0.125 0.278
S -6.023706 2.171223 -2.769027 1.047 -0.521 0.616 -0.129
N -4.640549 1.292601 -0.615377 -0.875 0.175 -0.039 -0.658
C -3.627763 1.567850 0.318648 0.037 0.168 1.265 0.707
O -3.884606 1.806809 1.487503 0.274 -0.485 -1.679 -0.523
C -0.814650 -0.541227 2.179752 -0.330 0.109 -0.204 -0.208
C -1.149444 -0.840244 3.497495 -0.885 -0.292 0.314 -0.302
H -2.826918 -0.874057 7.019184 0.173 0.038 -0.068 0.205
H -1.278190 -1.378376 6.262771 -0.216 0.149 0.048 0.178
H -1.908761 0.287520 6.005746 -0.102 -0.273 -0.082 0.185
H -4.339828 -1.968812 2.977663 0.322 0.108 -0.111 0.229
H -3.746872 -1.337595 0.652962 0.190 0.149 0.174 0.211
H -2.195881 -0.509138 -0.904797 0.030 -0.013 -0.065 0.218
H -0.770016 -0.790428 -2.597027 0.315 0.164 0.149 0.212
H 1.442144 -0.428673 -3.700720 0.082 0.025 0.280 0.230
H 4.602053 -0.588796 -4.519856 0.075 -0.118 0.250 0.228
H 6.390609 -2.324140 -4.228526 -0.042 0.173 0.298 0.217
H 7.450695 -2.639004 -1.983947 -0.271 0.200 -0.050 0.217
H 6.724927 -1.218368 -0.058963 -0.093 -0.069 -0.300 0.216
H 4.867482 0.430865 -0.357526 0.173 -0.268 -0.190 0.220
H 2.951270 1.344675 -0.073828 -0.319 0.065 -0.194 0.214
H 0.651187 1.313644 0.884626 0.062 -0.182 -0.326 0.216
H -1.606956 2.161533 0.398851 -0.158 -0.254 -0.237 0.267
H -3.323567 2.425922 -3.321200 0.053 -0.028 0.536 0.442
H -5.575094 1.160453 -0.223383 0.404 0.269 -0.074 0.437
H 0.211532 -0.259086 1.960947 -0.348 0.031 0.102 0.220
H -0.423504 -0.677448 4.296011 -0.216 -0.128 -0.311 0.220


(2)
60
Properties=species:S:1:pos:R:3:forces:R:3:nbo_charge:R:1 method="wB97M-V/def2-TZVPD" spin_multiplicity=1 relative_energy_ev=0.000 orbital_gap_ev=5.06 charge=0 energy_ev=-106579.869
Pt 1.526438 0.680559 -4.330495 0.157 -0.590 -1.106 0.885
F 1.327072 1.671754 2.727697 -0.023 -0.062 0.003 -0.332
C 0.694812 0.658498 2.082858 0.024 0.007 0.168 0.309
C 0.816978 0.562270 0.727271 0.173 0.270 -0.031 -0.201
C 0.221627 -0.486884 0.047382 -0.116 -0.241 -0.128 -0.076
C 0.397192 -0.569346 -1.423908 -0.163 -0.118 0.120 0.507
O 1.002806 0.332336 -1.985993 0.045 0.351 0.141 -0.625
C -0.150857 -1.743858 -2.044531 -0.025 -0.116 0.063 -0.297
C -0.847505 -2.616161 -1.278823 0.075 -0.011 0.021 0.118
N -1.096271 -2.484680 0.059335 -0.154 -0.027 0.038 -0.368
C -1.942314 -3.441935 0.732686 0.185 0.102 -0.030 -0.066
C -3.282569 -2.983993 1.236728 -0.054 0.072 0.035 -0.432
C -3.189558 -3.893815 0.047793 -0.036 -0.025 -0.061 -0.407
C -0.517831 -1.439925 0.756088 -0.019 -0.060 -0.035 0.180
C -0.654981 -1.307293 2.141957 -0.171 -0.176 -0.035 -0.295
C -0.047936 -0.268732 2.818769 0.088 0.239 0.028 0.158
N -0.216617 -0.194681 4.235099 0.068 0.000 0.127 -0.493
C -0.022808 1.076328 4.929613 -0.107 -0.152 -0.042 -0.232
C -0.602349 0.914311 6.353462 -0.017 -0.006 -0.053 -0.236
N -1.477884 -0.305290 6.339961 0.143 0.005 -0.051 -0.498
C -0.634536 -1.542179 6.202556 0.009 0.019 -0.016 -0.224
C 0.330414 -1.290378 5.026857 0.022 0.123 -0.001 -0.243
C -0.012538 -2.115844 -3.525361 -0.244 0.040 0.050 0.778
O -0.224282 -3.296494 -3.787720 0.047 0.064 -0.114 -0.683
O 0.234546 -1.173558 -4.343041 0.254 0.137 0.342 -0.793
H 1.393878 1.291493 0.168030 -0.036 -0.047 -0.002 0.278
H -1.235784 -3.507748 -1.752910 -0.021 0.012 -0.002 0.255
H -1.402722 -4.171978 1.325824 0.002 -0.026 0.002 0.210
H -3.544883 -1.950753 1.045092 0.019 -0.042 -0.005 0.230
H -3.644414 -3.382528 2.176354 0.028 -0.021 -0.037 0.212
H -3.406619 -3.467930 -0.922053 -0.003 0.003 0.029 0.242
H -3.470493 -4.931307 0.156756 0.014 0.013 0.022 0.231
H -1.256913 -2.016707 2.697037 0.018 0.032 -0.032 0.218
H -0.549853 1.859167 4.389845 -0.013 0.008 -0.024 0.237
H 1.024557 1.370030 5.010732 0.044 0.012 0.013 0.221
H -1.197843 1.770286 6.658360 -0.026 0.009 -0.004 0.240
H 0.170023 0.740157 7.098625 -0.003 -0.025 0.035 0.222
H -2.024112 -0.250651 5.474553 -0.091 0.001 0.010 0.453
H -2.101162 -0.352744 7.142526 0.025 -0.003 0.038 0.439
H -1.310207 -2.374196 6.019481 -0.032 -0.012 -0.022 0.229
H -0.114181 -1.701066 7.143661 -0.027 0.010 0.047 0.227
H 0.416992 -2.185732 4.420103 -0.010 -0.014 -0.024 0.252
H 1.331321 -1.045868 5.402477 0.021 -0.011 0.004 0.199
B 5.823201 1.250927 -5.795888 0.178 0.060 0.058 -0.584
C 4.277191 1.287351 -5.478068 0.224 0.213 -0.239 0.433
N 3.145418 1.331035 -5.254124 -0.213 -0.165 0.446 -0.604
H 5.992905 1.808381 -6.863337 -0.040 -0.084 0.075 0.010
H 6.387828 1.844612 -4.891574 -0.100 -0.049 -0.083 0.002
H 6.160069 0.080438 -5.823845 -0.090 0.105 -0.038 0.006
Cl -0.747968 1.094919 -6.566762 0.018 0.002 0.031 0.063
C -0.371525 2.466177 -5.592883 -0.082 0.121 -0.144 -0.095
C 0.643446 2.375309 -4.645881 0.123 -0.077 0.477 -0.124
C 0.932132 3.497606 -3.871757 -0.027 0.174 0.021 0.003
Cl 2.191274 3.429560 -2.684841 -0.078 -0.025 -0.076 0.029
C 0.216330 4.683700 -4.028144 0.033 -0.021 0.014 -0.119
Cl 0.574378 6.058189 -3.048360 -0.013 -0.030 -0.028 0.039
C -0.799321 4.757001 -4.976723 -0.041 0.080 0.009 -0.092
Cl -1.698713 6.217409 -5.171656 0.034 -0.044 0.001 0.040
C -1.090713 3.647259 -5.763720 -0.025 -0.013 -0.041 -0.082
Cl -2.344568 3.737181 -6.943192 0.027 0.010 0.034 0.047


(3)
88
Properties=species:S:1:pos:R:3:forces:R:3:lowdin_charge:R:1 method="wB97M-V/def2-TZVPD" spin_multiplicity=1 orbital_gap_ev=7.47 charge=0 energy_ev=-531816.634
C -3.373072 -1.980257 0.039945 -0.691 -0.314 -0.841 -0.074
C -2.451745 -1.578247 -1.069854 0.218 -0.420 -0.395 -0.327
C -2.656018 -0.228745 -1.709611 1.416 0.630 1.193 -0.049
C -1.421954 -2.391750 -1.473838 0.032 0.206 -0.138 -0.108
C 0.030730 -1.970161 -1.306954 -0.245 1.021 -1.473 -0.185
C 0.861809 -1.514838 -2.539366 0.559 0.552 0.584 -0.218
C 1.629483 -0.187745 -2.311429 -0.116 -0.289 0.158 -0.341
C 0.685353 0.976997 -2.035628 -0.145 0.011 -0.670 -0.095
C 2.777830 -0.395743 -1.276012 -0.199 0.284 -0.423 -0.123
C 2.873972 0.521551 -0.051743 -0.009 -0.298 0.015 -0.116
C 2.168180 0.103656 1.240930 0.107 0.235 0.318 -0.435
F 2.861717 0.758226 2.265033 0.125 0.084 -0.009 0.004
C 0.774276 0.579003 1.388126 0.242 -0.495 -0.258 -0.118
N -0.336208 0.832046 1.496864 -0.295 0.147 0.042 0.180
C 2.242306 -1.407672 1.538006 0.068 -0.027 0.477 -0.076
C 2.298424 -1.648596 2.985291 -0.035 0.205 0.003 -0.201
N 2.350185 -1.783978 4.122875 -0.018 -0.137 -0.062 0.170
H -4.302537 -1.408694 0.053585 0.019 -0.202 0.018 0.004
H -2.839043 -1.765285 0.970108 0.004 0.014 -0.025 0.090
H -3.568230 -3.057468 0.025196 -0.086 0.026 0.080 0.088
H -3.604501 -0.254445 -2.246857 -0.072 -0.040 0.096 0.082
H -2.636822 0.610338 -1.003258 -0.389 0.050 -0.063 0.059
H -1.859296 -0.042383 -2.429129 -0.152 -0.015 -0.146 0.061
H -1.604241 -3.373588 -1.907680 -0.081 -0.689 1.554 0.069
H 0.006636 -1.136381 -0.602747 0.062 -0.072 0.111 0.075
H 0.535505 -2.793714 -0.797500 -0.103 -0.097 -0.044 0.109
H 0.242514 -1.367283 -3.420821 -0.103 -0.216 0.014 0.075
H 1.635955 -2.258217 -2.743919 -0.212 -0.114 -0.377 0.090
H 2.096952 0.019581 -3.278046 0.152 0.073 0.092 0.128
H 1.197378 1.903236 -1.775669 0.000 -0.051 0.180 0.068
H 0.151305 1.202171 -2.964723 -0.037 -0.007 0.026 0.085
H -0.091240 0.748282 -1.310429 0.212 0.123 0.276 0.020
H 3.713390 -0.251615 -1.820918 0.045 -0.031 0.075 0.111
H 2.787039 -1.448939 -0.987583 0.036 0.045 0.169 0.100
H 2.597507 1.552894 -0.265467 -0.031 -0.028 -0.102 0.122
H 3.923245 0.546555 0.249363 -0.293 0.003 -0.097 0.028
H 1.366410 -1.933073 1.161189 0.102 0.027 -0.294 0.116
H 3.149692 -1.814352 1.092635 -0.044 -0.055 -0.055 0.129
Cl 8.529530 -0.888900 1.438910 0.016 -0.038 -0.309 0.499
C 7.508078 0.286026 0.604571 0.018 -0.031 -0.044 -2.023
Cl 7.248445 -0.220944 -1.067875 -0.041 0.075 -0.006 0.514
Cl 5.947805 0.385474 1.431140 0.273 0.011 0.244 0.587
Cl 8.288484 1.866818 0.628534 -0.005 0.001 0.021 0.548
Cl -1.214475 3.124705 -0.083030 -0.052 0.152 0.047 0.563
C -1.463266 4.568237 -1.059181 0.003 -0.096 -0.026 -2.027
Cl -2.708236 5.577371 -0.325017 0.021 0.021 -0.008 0.528
Cl 0.066126 5.463385 -1.166465 -0.002 -0.244 -0.107 0.486
Cl -1.971892 4.100978 -2.688409 0.005 -0.005 -0.019 0.525
Cl 7.539280 -2.316670 6.192839 -0.002 -0.006 -0.003 0.530
C 8.518132 -0.851611 6.072861 -0.060 0.028 0.038 -2.047
Cl 10.229049 -1.271223 6.216752 0.005 0.003 -0.001 0.526
Cl 8.232996 -0.087325 4.505266 0.010 0.013 0.251 0.492
Cl 8.069286 0.259892 7.367030 0.029 0.011 -0.009 0.501
Cl -2.541638 10.180020 0.490413 -0.004 0.002 0.000 0.520
C -0.925138 9.627375 0.943722 0.016 0.025 -0.033 -2.054
Cl -0.952306 9.034260 2.606955 -0.001 -0.001 0.006 0.524
Cl -0.430141 8.319976 -0.134062 -0.042 0.263 0.144 0.477
Cl 0.213744 10.972556 0.816325 -0.004 -0.002 0.000 0.521
Cl 4.586118 1.722571 11.569295 0.002 0.004 0.002 0.524
C 5.567740 1.109480 10.235720 -0.018 -0.023 -0.019 -2.066
Cl 4.537049 0.775606 8.844501 0.005 -0.001 0.000 0.526
Cl 6.778678 2.323128 9.794650 0.000 0.016 0.016 0.501
Cl 6.383453 -0.374528 10.736716 0.004 0.001 0.004 0.516
Cl -0.302103 -3.829874 -4.325811 -0.144 -0.252 -0.158 0.598
C 0.638879 -4.407161 -5.700573 0.008 -0.012 0.000 -2.042
Cl -0.432687 -4.722445 -7.067041 0.005 0.005 0.004 0.532
Cl 1.821712 -3.170763 -6.152711 0.008 0.007 0.000 0.522
Cl 1.484983 -5.892856 -5.257523 0.003 0.003 0.001 0.527
Cl -6.892936 -2.381508 1.321488 0.012 0.021 0.013 0.550
C -7.789954 -1.705213 -0.039478 -0.038 0.008 0.017 -2.028
Cl -8.778695 -2.971831 -0.772294 0.103 -0.133 0.212 0.510
Cl -8.833852 -0.399183 0.524070 -0.017 0.008 -0.033 0.516
Cl -6.642406 -1.058530 -1.232679 -0.051 -0.091 0.091 0.516
Cl -14.134737 2.470571 0.832027 0.007 -0.006 -0.005 0.532
C -12.640306 1.892894 0.091101 0.025 -0.011 0.003 -2.049
Cl -12.404787 2.690781 -1.465928 -0.146 0.235 0.205 0.497
Cl -11.275535 2.266681 1.152373 0.006 0.001 0.006 0.514
Cl -12.732621 0.148219 -0.152715 0.017 -0.016 -0.010 0.514
Cl 8.389925 -3.487940 -1.007404 0.042 -0.100 0.017 0.493
C 8.332658 -4.236403 -2.603597 -0.001 -0.009 0.014 -2.059
Cl 9.960218 -4.309597 -3.281565 -0.003 0.006 -0.005 0.530
Cl 7.673978 -5.869003 -2.471332 -0.008 0.004 -0.005 0.526
Cl 7.296304 -3.268574 -3.662993 -0.010 0.010 -0.008 0.509
Cl -8.999587 -1.010570 -3.301021 -0.115 0.193 -0.369 0.488
C -10.596124 -0.760908 -4.003955 0.030 0.039 -0.049 -2.033
Cl -11.753854 -1.839239 -3.213936 -0.029 -0.007 -0.001 0.514
Cl -11.079136 0.918172 -3.745241 0.057 -0.228 -0.156 0.501
Cl -10.559125 -1.113749 -5.735387 0.016 0.005 0.019 0.531